[1]
ORCA calculation (ωB97M-V/def2-TZVPD) on CH4ClPS as an isolated structure at a distorted geometry.

Summary:
ΔE to the lowest compared entry with this formula, charge and spin	332.0	kJ/mol
HOMO-LUMO gap (spin up / spin down)	6.7 / 8.2	eV
highest occupied orbital energy (spin up / spin down)	-8.4 / -8.5	eV

Positions of all 8 atoms, in Å:
1 C 0.162670 -0.705714 1.880380
2 P -0.302873 0.797846 -1.360008
3 S 0.632989 -0.906471 -1.541823
4 Cl -0.858700 0.473942 1.341613
5 H 1.084705 -0.397003 2.321916
6 H -0.110059 -1.737194 1.747639
7 H 0.577262 1.718762 -1.948828
8 H -1.185995 0.755832 -2.440888

Cartesian forces (eV/Å) of the 6 atoms listed first:
0.0625 -0.3421 -0.3375
0.3014 0.1950 -1.2395
0.4652 -0.8109 0.4965
-0.5574 0.2751 0.8917
0.3150 0.0688 0.0784
-0.0830 -0.0081 -0.0400

=====

[2]
ORCA calculation (ωB97M-V/def2-TZVPD) on C33H88AsF6O33S11 as an isolated structure at a distorted geometry.

Summary:
ΔE to the lowest compared entry with this formula, charge and spin	508.9	kJ/mol
HOMO-LUMO gap	10.4	eV
highest occupied orbital energy	-8.7	eV
charge	-1

Positions of all 172 atoms, in Å:
1 As 0.055925 -0.324529 0.135072
2 F 0.417245 1.054911 1.195742
3 F -1.352885 0.481511 -0.548548
4 F -0.335735 -1.709659 -0.928838
5 F 1.401865 -1.237209 0.903262
6 F -1.011125 -1.029339 1.398092
7 F 1.179525 0.335891 -1.052978
8 O 7.666625 1.836041 1.606892
9 S 7.111235 0.872471 0.675592
10 O 6.636325 -0.419279 1.123552
11 O 5.823235 1.660331 -0.111308
12 C 5.047745 1.006121 -1.095478
13 C 5.192505 1.672421 -2.438578
14 C 8.281855 0.774731 -0.835498
15 H 4.013545 0.865051 -0.781458
16 H 5.444005 0.004411 -1.261768
17 H 4.631705 1.121841 -3.193868
18 H 6.200945 1.848831 -2.812768
19 H 4.783125 2.679821 -2.513858
20 H 8.298985 1.792941 -1.224148
21 H 7.872145 0.065331 -1.554528
22 H 9.238725 0.493791 -0.395528
23 O -1.958405 5.899611 -1.403628
24 S -0.709955 5.643021 -0.715298
25 O 0.609785 5.556051 -1.303108
26 O -0.617675 6.813411 0.519412
27 C -1.763515 7.243231 1.109772
28 C -1.626495 7.245581 2.612792
29 C -0.941495 4.184241 0.245742
30 H -2.614705 6.613431 0.851042
31 H -2.011015 8.255851 0.791272
32 H -2.533985 7.765331 2.920072
33 H -0.827565 7.956281 2.824252
34 H -1.405675 6.292751 3.093902
35 H -1.092855 3.366691 -0.459098
36 H -1.798455 4.325611 0.904322
37 H -0.007995 3.919741 0.742452
38 O 3.976825 -1.880809 -4.643038
39 S 2.970295 -0.910479 -4.952158
40 O 3.263695 0.510751 -5.187708
41 O 2.213375 -1.523379 -6.323278
42 C 1.163085 -0.781589 -6.873238
43 C 0.403855 -1.677339 -7.830548
44 C 1.605875 -1.146089 -3.762188
45 H 1.536545 0.020531 -7.509808
46 H 0.376515 -0.478069 -6.182368
47 H 0.202855 -2.590909 -7.271018
48 H 0.913745 -1.916879 -8.763678
49 H -0.608655 -1.355019 -8.073508
50 H 1.261555 -2.180059 -3.783288
51 H 0.800555 -0.497409 -4.106818
52 H 1.930205 -0.797109 -2.781818
53 O -1.071135 3.087861 3.365502
54 S 0.117675 3.224251 4.241612
55 O 0.986665 4.367611 4.131652
56 O -0.381635 3.060261 5.770082
57 C -1.490815 2.221951 6.039762
58 C -1.858505 2.312771 7.534292
59 C 1.163225 1.721061 4.172222
60 H -1.197635 1.193931 5.826862
61 H -2.339165 2.374671 5.372632
62 H -1.000775 2.058611 8.157042
63 H -2.665355 1.669071 7.884622
64 H -2.197195 3.308501 7.820502
65 H 1.837605 1.705001 3.316042
66 H 0.470215 0.891251 4.033492
67 H 1.765945 1.785511 5.078142
68 O 5.734355 -2.636549 3.884602
69 S 5.033665 -1.414519 4.281772
70 O 4.351595 -1.366089 5.597462
71 O 5.998785 -0.064669 4.022462
72 C 5.870395 1.153971 4.797832
73 C 6.269335 1.089191 6.296202
74 C 3.718055 -0.998199 3.032852
75 H 4.871535 1.586691 4.741852
76 H 6.521265 1.820611 4.232092
77 H 5.471155 0.537141 6.792432
78 H 6.269315 2.084571 6.740412
79 H 7.268855 0.657121 6.344942
80 H 3.196575 -0.139639 3.455972
81 H 3.109445 -1.902469 3.032752
82 H 4.121675 -0.711039 2.061912
83 O 0.557795 -7.644949 0.097822
84 S 0.786035 -6.146639 0.144412
85 O 0.848025 -5.398079 1.400212
86 O 2.116785 -5.713279 -0.766508
87 C 2.610325 -4.352629 -0.564138
88 C 3.402795 -3.774419 -1.774118
89 C -0.531475 -5.328949 -0.945598
90 H 3.177945 -4.267209 0.362472
91 H 1.709635 -3.755699 -0.420888
92 H 3.461385 -2.687249 -1.721818
93 H 2.864405 -3.980499 -2.699188
94 H 4.406985 -4.196179 -1.816618
95 H -0.359585 -4.252899 -0.919488
96 H -1.458135 -5.502059 -0.398378
97 H -0.533675 -5.717479 -1.963998
98 O -1.916545 -2.701559 5.344512
99 S -0.451555 -2.737169 5.445502
100 O 0.309575 -1.510189 5.679662
101 O -0.021645 -3.848669 6.606762
102 C -1.008165 -4.739579 7.017492
103 C -0.443935 -5.966139 7.682322
104 C 0.382275 -3.597949 4.041072
105 H -1.560295 -4.985539 6.110432
106 H -1.732365 -4.206529 7.633512
107 H -1.258965 -6.658729 7.892442
108 H -0.007895 -5.838689 8.673142
109 H 0.195645 -6.582909 7.050952
110 H 1.463655 -3.602809 4.177802
111 H 0.133205 -3.063549 3.124292
112 H 0.189565 -4.669629 3.991392
113 O -6.594935 -4.325549 -3.644938
114 S -5.553135 -5.071609 -4.341488
115 O -5.535855 -5.125239 -5.824208
116 O -4.102295 -4.490809 -3.749668
117 C -3.810595 -4.484819 -2.349788
118 C -3.676315 -3.013879 -1.969478
119 C -5.415775 -6.780259 -3.675408
120 H -2.885745 -4.990509 -2.072238
121 H -4.512765 -5.031129 -1.720018
122 H -3.617595 -2.841429 -0.894808
123 H -4.569355 -2.447929 -2.234578
124 H -2.727805 -2.571729 -2.274338
125 H -4.398425 -7.169739 -3.713028
126 H -6.072105 -7.351779 -4.331678
127 H -5.738905 -6.744499 -2.635028
128 O -6.036065 -2.661649 3.440162
129 S -5.383755 -2.249589 2.213182
130 O -5.882775 -2.615019 0.873952
131 O -5.142225 -0.619119 2.264472
132 C -4.850245 0.081701 1.146302
133 C -4.803125 1.663881 1.428902
134 C -3.557045 -2.724559 2.226242
135 H -5.630135 -0.127469 0.414112
136 H -3.937345 -0.228059 0.637602
137 H -3.930135 1.928331 2.025592
138 H -5.697945 1.960271 1.976212
139 H -4.643495 2.108451 0.446562
140 H -3.279815 -2.611949 1.178122
141 H -3.605715 -3.736199 2.629112
142 H -3.115415 -1.992349 2.902212
143 O -5.525535 0.403251 -2.550648
144 S -4.894955 1.544131 -3.234728
145 O -4.986045 1.653611 -4.712018
146 O -5.441085 2.947951 -2.486098
147 C -4.977665 4.168691 -2.970078
148 C -5.692765 5.309961 -2.257928
149 C -3.182415 1.658881 -2.603228
150 H -5.165575 4.270861 -4.038888
151 H -3.915585 4.276111 -2.749778
152 H -6.707615 5.055191 -1.952528
153 H -5.666455 6.081761 -3.027168
154 H -5.140605 5.687821 -1.397448
155 H -2.596105 2.344931 -3.214528
156 H -2.750715 0.666031 -2.476828
157 H -3.196285 2.069141 -1.593478
158 O -0.728995 4.138501 -3.549398
159 S 0.097505 3.173931 -4.267068
160 O -0.459815 1.849341 -4.615728
161 O 0.606225 3.917091 -5.681188
162 C 1.390365 3.157481 -6.584008
163 C 2.395265 4.120061 -7.261818
164 C 1.796755 3.113801 -3.351448
165 H 0.761975 2.791181 -7.395838
166 H 1.967805 2.360181 -6.116068
167 H 1.970025 5.033751 -7.677068
168 H 2.819625 3.691981 -8.169978
169 H 3.120625 4.432451 -6.510568
170 H 1.519625 2.703301 -2.380478
171 H 2.176925 4.111421 -3.131628
172 H 2.527525 2.557381 -3.938368

Cartesian forces (eV/Å) of the 6 atoms listed first:
-0.3803 -0.8724 1.5446
-0.3440 -0.8697 -0.8522
1.0239 -0.0444 0.2716
0.6566 0.7982 0.5958
-0.9131 0.6488 -0.8966
0.7812 0.5700 -0.9722

=====

[3]
ORCA calculation (ωB97M-V/def2-TZVPD) on C50H48ClN4O6P2Se2Tc as an isolated structure at a distorted geometry.

Summary:
HOMO-LUMO gap (spin up / spin down)	6.4 / 5.7	eV
2S+1	4
highest occupied orbital energy (spin up / spin down)	-9.5 / -9.5	eV
charge	+1

Positions of all 114 atoms, in Å:
1 Tc 0.352489 -0.278728 0.128342
2 O -1.492017 2.532454 3.472599
3 C -1.532848 2.809592 4.850101
4 C -0.504558 1.988156 5.662812
5 C -0.856509 2.254280 7.146915
6 O 0.045496 1.667607 8.057485
7 C 0.939291 2.434459 5.444492
8 Se 1.697369 1.791600 3.751831
9 C -0.575042 0.486822 5.366173
10 Se 0.269265 -0.026269 3.655861
11 H -2.012102 3.184866 2.990538
12 H -2.536322 2.587014 5.239471
13 H -1.329700 3.874118 5.017946
14 H -1.885088 1.931848 7.341946
15 H -0.798179 3.332206 7.315404
16 H -0.206550 0.760517 8.246388
17 H 1.563569 2.037588 6.241164
18 H 1.010353 3.523107 5.460036
19 H -1.605147 0.128000 5.350051
20 H -0.007796 -0.062614 6.115760
21 O 5.121318 -2.646938 2.364209
22 C 4.211065 -3.594978 2.270317
23 O 4.459284 -4.762544 2.408171
24 C 2.820779 -3.152628 1.927664
25 C 1.703954 -3.976331 1.916028
26 Cl 1.558444 -5.536291 2.542275
27 N 0.654965 -3.272251 1.403917
28 N 1.066277 -2.033456 1.083752
29 C 2.351684 -1.934234 1.416362
30 C 2.890592 -0.540151 1.495049
31 O 4.013507 -0.332348 1.923683
32 O 2.023026 0.368929 1.182716
33 C -0.717330 -3.649827 1.279282
34 C -1.699983 -2.713559 1.578592
35 C -3.033862 -3.070027 1.491455
36 C -3.386111 -4.366939 1.149070
37 C -2.402824 -5.292394 0.834880
38 C -1.064863 -4.934894 0.880070
39 H 4.756221 -1.729076 2.258869
40 H -1.421981 -1.717011 1.899067
41 H -3.796399 -2.331483 1.698412
42 H -4.425913 -4.664578 1.135878
43 H -2.680974 -6.300643 0.560116
44 H -0.301381 -5.645981 0.605513
45 C 1.418775 1.003343 -3.114126
46 N 0.129251 1.622175 -3.186202
47 C -0.161919 2.577331 -2.153825
48 P -0.632699 1.763543 -0.545451
49 C -0.519042 3.272443 0.466887
50 C -1.620608 4.095321 0.702271
51 C -1.459477 5.292052 1.384584
52 C -0.203514 5.672686 1.839257
53 C 0.893994 4.858038 1.604376
54 C 0.738180 3.664304 0.917568
55 C -2.421427 1.461380 -0.659762
56 C -3.016541 0.988664 0.513384
57 C -4.367517 0.694619 0.548466
58 C -5.135630 0.853909 -0.598949
59 C -4.543919 1.286299 -1.774543
60 C -3.188768 1.589570 -1.809759
61 C -0.679930 1.471259 -4.326328
62 C -0.762187 0.229813 -4.960260
63 C -1.525848 0.071377 -6.105387
64 C -2.236356 1.139606 -6.630524
65 C -2.166432 2.374612 -6.003620
66 C -1.390575 2.545057 -4.867794
67 P 1.620359 -0.377667 -1.855506
68 C 1.336644 -1.905966 -2.759656
69 C 0.428424 -2.923044 -2.121290
70 C 0.279257 -4.168044 -2.928896
71 C 0.857414 -4.326718 -4.139615
72 C 1.674671 -3.313432 -4.701546
73 C 1.900840 -2.133639 -3.991302
74 C 3.407633 -0.244632 -1.558720
75 C 4.296179 -1.288779 -1.797290
76 C 5.655201 -1.098779 -1.591085
77 C 6.125715 0.122163 -1.135340
78 C 5.239578 1.153841 -0.854056
79 C 3.884662 0.969832 -1.058386
80 H 2.172764 1.751667 -2.847005
81 H 1.687790 0.588553 -4.085251
82 H -0.994679 3.222201 -2.425424
83 H 0.703239 3.218027 -1.943903
84 H -2.599661 3.804801 0.340920
85 H -2.313815 5.934766 1.552894
86 H -0.079656 6.611510 2.362690
87 H 1.873317 5.150164 1.960649
88 H 1.593807 3.022708 0.741273
89 H -2.405941 0.868164 1.405916
90 H -4.831254 0.349229 1.463815
91 H -6.194283 0.631805 -0.575329
92 H -5.138885 1.388374 -2.672654
93 H -2.745501 1.908441 -2.743455
94 H -0.235206 -0.616867 -4.538801
95 H -1.571775 -0.897137 -6.586828
96 H -2.832295 1.016472 -7.524317
97 H -2.708245 3.219879 -6.406942
98 H -1.320369 3.530884 -4.426804
99 H 0.838958 -3.187310 -1.134814
100 H -0.319136 -4.960999 -2.497037
101 H 0.721998 -5.250281 -4.687382
102 H 2.137855 -3.466437 -5.665448
103 H 2.558557 -1.381854 -4.414495
104 H 3.929055 -2.241616 -2.156849
105 H 6.346780 -1.905835 -1.791853
106 H 7.186743 0.271745 -0.988085
107 H 5.603635 2.099193 -0.475299
108 H 3.185116 1.760937 -0.813800
109 C -2.144826 -2.677263 -2.513543
110 C -0.922654 -2.209226 -1.780990
111 N -0.938132 -1.266646 -0.951244
112 H -2.956978 -1.968778 -2.363398
113 H -2.451862 -3.660090 -2.148008
114 H -1.924320 -2.778710 -3.577437

Cartesian forces (eV/Å) of the 6 atoms listed first:
-0.3239 0.0173 -0.8689
0.0575 -0.3139 -0.3182
0.0643 0.0232 0.3898
-0.0651 0.0302 -0.5582
-0.0238 -0.1163 -0.1178
0.1121 0.0025 0.0701

=====

| no. | E_tot (Eh) |
| --- | --- |
| 1 | -1240.10710 |
| 2 | -11008.05146 |
| 3 | -8630.97115 |